Here is 2 unconnected molecules or ions with the total composition C5H15NO from OMol25. Energies are from ωB97M-V/def2-TZVPD.

XYZ file:
```
22
Properties=species:S:1:pos:R:3:forces:R:3
N -0.4709 -1.0045 0.9440 0.3280 0.4464 -0.0003
H 2.1021 -1.7101 0.5046 -0.0623 0.2345 0.1174
H -0.2598 0.6420 2.2690 -0.0065 -0.1082 -0.0863
C -1.7478 -0.4315 0.5631 -0.5310 0.5398 -0.2186
H 2.1661 0.8746 2.1195 -0.2651 0.3070 -0.1599
H 3.4271 -0.6050 0.3580 -0.1658 0.4033 0.0296
H 1.4304 0.8276 0.4750 0.0726 0.3260 0.0652
H -1.4262 1.2666 -0.7954 -0.0647 0.1479 0.1032
H -1.0712 -0.2755 -1.5003 -0.1981 -0.1623 0.0304
H -1.4518 1.8364 -5.2794 0.0286 0.0517 0.1036
H -2.0466 0.3232 1.2852 0.0192 0.0982 0.2926
H -2.7606 0.1849 -1.2600 0.1178 0.1612 0.0108
C 1.6463 0.2598 1.3797 0.4949 -0.6942 0.1407
C 0.3183 -0.2296 1.9369 -0.5318 -0.2908 -0.1860
H -2.5615 -1.1514 0.5901 0.0816 -0.4980 0.0302
O -1.0895 1.9853 -4.3983 0.0709 -0.2611 -0.0743
H 3.0997 -1.3414 1.8829 -0.3312 0.2210 0.1415
H 0.0628 -1.0917 0.0861 0.1670 -0.1594 0.2213
C 2.6024 -0.8782 1.0223 0.3225 -0.9447 -0.3417
H -0.6392 1.1580 -4.1817 -0.1039 0.2066 -0.0170
C -1.7626 0.2325 -0.8162 0.2073 -0.1646 -0.2777
H 0.4325 -0.8719 2.8148 0.3501 0.1397 0.0753
```
Positions in Å, forces in eV/Å.

For the HOMO energy, the calculation gives -8.58 eV.

***

Here is C5H8N2 in the gas phase from OMol25. Energies are from ωB97M-V/def2-TZVPD.

XYZ file:
```
15
Properties=species:S:1:pos:R:3:forces:R:3
H -0.5502 -1.2470 -0.8547 0.0333 0.1447 0.0832
H 1.3064 0.2729 -1.3882 -0.1105 0.0610 0.1088
H -2.3370 -0.3452 0.8970 0.0490 0.0159 -0.1217
N 0.1512 3.1671 -0.5316 0.3024 -1.0275 -0.0543
C -1.8960 0.2412 0.0860 -0.0080 0.0413 0.0042
H 2.4615 -0.8408 1.0912 -0.1380 -0.0458 -0.0471
H -2.5715 0.2173 -0.7752 0.0836 -0.0152 0.1243
C -0.5452 -0.3086 -0.2945 -0.2029 -0.1013 -0.0581
C 0.5952 0.6005 -0.6311 0.1050 0.1206 -0.1891
C 0.3893 2.0357 -0.5696 -0.2094 0.8979 0.0363
N 0.5519 -0.1273 0.6283 -0.0019 -0.0058 0.0669
C 1.5043 -1.2235 0.7258 0.1096 -0.1143 0.0224
H 1.6745 -1.7317 -0.2389 -0.0495 0.0820 0.1249
H -1.8119 1.2787 0.4223 -0.0071 -0.1777 -0.0093
H 1.1282 -1.9596 1.4423 0.0444 0.1243 -0.0912
```
Positions in Å, forces in eV/Å.

For the HOMO energy, the calculation gives -9.95 eV.

***

Asked for energy above the lowest of the compared OMol25 structures with the same formula, charge and spin across the records above, the calculation gives 101.3 150.8 kJ/mol in order.
Asked for maximum force across the records above, the calculation gives 1.1 1.1 eV/A in order.
Asked for electronic energy across the records above, the calculation gives -8965.30913 -8293.43369 eV in order.